Record 1
85
Properties=species:S:1:pos:R:3 method="wB97M-V/def2-TZVPD" total_charge=+2 homo_energy_ev="-14.069 / -14.068" max_force_ev_per_a=0.62 multiplicity=5 energy_ha=-3737.0334
Mn 0.05280 -0.59758 0.61457
C 0.14062 0.62589 4.85068
C -0.18616 -0.07065 3.70427
N 0.08048 0.41672 2.48588
C 0.69591 1.60326 2.41938
C 1.04384 2.27151 3.59572
N 0.76283 1.79750 4.79655
C 1.08666 2.10537 1.08163
C 1.59579 3.38018 0.97662
C 2.23478 3.78035 -0.19321
C 2.26467 2.84657 -1.21194
C 1.59841 1.62999 -1.12101
N 1.00794 1.24281 0.03295
C 1.55456 0.82139 -2.37095
C 1.78655 1.45050 -3.59674
N 1.87212 0.78076 -4.73563
C 1.70661 -0.53345 -4.66522
C 1.36885 -1.14883 -3.46796
N 1.28441 -0.47527 -2.32909
C 2.87650 5.10287 -0.32851
C 2.97084 5.72594 -1.56753
C 3.59525 6.96204 -1.64734
N 4.11666 7.58653 -0.59476
C 4.02302 6.98747 0.58918
C 3.41427 5.75422 0.77453
H -0.08635 0.22065 5.82821
H -0.66402 -1.03234 3.78669
H 1.58898 3.20322 3.56921
H 1.50815 4.06632 1.80386
H 2.83631 3.06839 -2.09992
H 1.86579 2.52689 -3.68681
H 1.82174 -1.10492 -5.57768
H 1.15154 -2.20973 -3.44577
H 2.53723 5.28607 -2.45640
H 3.67889 7.47330 -2.59868
H 4.45833 7.51436 1.42957
H 3.40619 5.30982 1.76145
O 3.33950 -2.17382 -0.74836
C 2.18078 -2.32786 -0.47889
O 1.56373 -1.71476 0.51927
C 1.33706 -3.33579 -1.23673
C 2.02489 -4.48432 -1.61449
C 1.40617 -5.48992 -2.34062
C 0.08141 -5.34119 -2.71892
C -0.61449 -4.19931 -2.35945
C -0.01277 -3.18059 -1.61305
P -1.05441 -1.71621 -1.26155
C -2.68975 -2.40178 -0.81266
C -3.79435 -1.55023 -0.91305
C -5.05515 -1.98695 -0.53503
C -5.23004 -3.28437 -0.06936
C -4.13747 -4.13620 0.03206
C -2.87102 -3.69398 -0.32195
C -1.47871 -0.77410 -2.75647
C -1.91851 -1.41377 -3.91188
C -2.27633 -0.66053 -5.01954
C -2.22497 0.72703 -4.97300
C -1.82535 1.36834 -3.80930
C -1.44939 0.61789 -2.70595
H 3.06711 -4.56399 -1.33630
H 1.95786 -6.37928 -2.61391
H -0.41854 -6.11219 -3.29022
H -1.65149 -4.12180 -2.65873
H -3.67555 -0.54818 -1.30902
H -5.90351 -1.32119 -0.62356
H -6.21719 -3.63481 0.20223
H -4.27066 -5.15328 0.37782
H -2.02931 -4.36912 -0.22125
H -1.98613 -2.49177 -3.96561
H -2.60533 -1.16226 -5.91960
H -2.50565 1.30708 -5.84188
H -1.80679 2.44930 -3.76229
H -1.13244 1.12049 -1.79813
N 0.03837 -6.18543 3.57443
C -0.48470 -5.21404 3.25898
C -1.13919 -4.00202 2.84702
C -2.43948 -3.70331 3.24110
C -3.02599 -2.53152 2.78347
C -2.29862 -1.70240 1.96152
N -1.02873 -1.98379 1.60704
C -0.45501 -3.11388 2.02752
H -2.97778 -4.38165 3.89019
H -4.03873 -2.26705 3.05220
H -2.72633 -0.78567 1.57655
H 0.56030 -3.29893 1.70514

Record 2
84
Properties=species:S:1:pos:R:3 method="wB97M-V/def2-TZVPD" total_charge=+1 homo_energy_ev="-11.076 / -11.076" max_force_ev_per_a=2.67 energy_ha=-2950.2500
Ir 0.41099 -0.17642 -1.12827
O 4.20924 -2.34237 -5.58674
C 3.43132 -1.81209 -4.64270
C 3.86565 -0.82524 -3.75321
C 2.97000 -0.37390 -2.81327
N 1.73708 -0.83745 -2.71449
C 1.29960 -1.73503 -3.59188
C 2.10470 -2.25370 -4.57533
C -0.16060 -2.05352 -3.39393
O -0.79213 -2.81635 -4.06563
O -0.63708 -1.34191 -2.40139
C 3.15199 0.79344 -1.89659
O 4.18009 1.38280 -1.71658
O 1.99166 1.13584 -1.37324
H 5.09814 -1.96681 -5.56175
H 4.85626 -0.39120 -3.79001
H 1.70387 -2.97196 -5.27626
O -1.32665 0.82125 1.84675
C -2.65049 1.05281 1.70316
C -3.45831 1.81329 2.52987
C -4.81607 1.84864 2.24653
C -5.34017 1.14183 1.17470
C -4.50089 0.43240 0.32803
C -3.12786 0.39643 0.57781
P -1.94955 -0.51108 -0.48354
C -1.69340 -2.09151 0.44743
C -2.01282 -2.13552 1.80610
C -1.66691 -3.22793 2.58579
C -0.99375 -4.29897 2.02517
C -0.69510 -4.28104 0.67057
C -1.03874 -3.19212 -0.11193
C -3.02558 -0.85658 -1.89882
C -3.59867 -2.10877 -2.07508
C -4.45098 -2.32575 -3.14836
C -4.72413 -1.29981 -4.04043
C -4.15535 -0.04619 -3.85603
C -3.30712 0.17863 -2.78549
C -0.55048 1.02252 2.94676
C -0.98402 1.01396 4.26165
C -0.04773 1.29078 5.24732
C 1.27205 1.56355 4.91116
C 1.68235 1.49988 3.58963
C 0.76882 1.20097 2.58334
P 1.29296 1.06536 0.82228
C 2.85054 0.18266 1.10184
C 2.77314 -1.20720 1.03508
C 3.90817 -1.97773 1.22882
C 5.12707 -1.36766 1.49029
C 5.20553 0.01477 1.56743
C 4.07231 0.79073 1.37304
C 1.37826 2.85504 0.48755
C 2.50485 3.53703 0.03824
C 2.44631 4.90684 -0.16432
C 1.26163 5.59840 0.04028
C 0.12960 4.91729 0.46180
C 0.19068 3.55424 0.69582
H -3.04635 2.37301 3.35712
H -5.47028 2.43016 2.88242
H -6.40367 1.15595 0.98285
H -4.91693 -0.07767 -0.52751
H -2.54735 -1.32034 2.26697
H -1.93350 -3.24124 3.63424
H -0.72354 -5.15135 2.63352
H -0.19871 -5.12493 0.20947
H -0.85174 -3.23257 -1.17323
H -3.38141 -2.91630 -1.38906
H -4.89256 -3.30272 -3.29088
H -5.37590 -1.47813 -4.88493
H -4.36913 0.75523 -4.55006
H -2.85484 1.15493 -2.65359
H -2.00840 0.77903 4.51443
H -0.35625 1.29731 6.28388
H 1.98820 1.80729 5.68306
H 2.72281 1.67719 3.35299
H 1.82151 -1.69759 0.84585
H 3.83627 -3.05598 1.17636
H 6.01431 -1.96907 1.63553
H 6.15224 0.49668 1.77004
H 4.15554 1.86612 1.42919
H 3.41652 3.00645 -0.18813
H 3.33110 5.43160 -0.49901
H 1.21927 6.66463 -0.13595
H -0.80086 5.44715 0.61480
H -0.69662 3.03962 1.04063

Record 3
99
Properties=species:S:1:pos:R:3 method="wB97M-V/def2-TZVPD" total_charge=+1 homo_energy_ev=-9.949 max_force_ev_per_a=1.16 energy_ha=-6557.5414
Pb -0.08562 0.09683 -0.06898
Cl 1.35383 -0.72245 -2.68019
C 2.84911 -1.59652 -2.51279
C 3.45727 -2.01830 -3.68329
C 4.65532 -2.70798 -3.62130
C 5.25144 -2.98453 -2.40369
C 4.63785 -2.57242 -1.23189
Cl 5.39216 -2.95293 0.26887
C 3.42744 -1.86043 -1.26385
S 2.69388 -1.30097 0.26475
H 2.99181 -1.80041 -4.63416
H 5.12820 -3.04310 -4.53408
H 6.18927 -3.51947 -2.35899
Cl -6.99028 0.24085 -3.32740
C -5.46445 0.57833 -2.59015
C -4.60905 -0.46254 -2.27746
C -3.39775 -0.16174 -1.68500
Cl -2.33018 -1.46116 -1.25001
C -2.96287 1.13785 -1.36992
O -1.83005 1.41103 -0.78769
C -3.88562 2.15091 -1.71459
Cl -3.45576 3.77735 -1.32372
C -5.10397 1.88900 -2.30938
H -4.88176 -1.48649 -2.48900
H -5.76861 2.70311 -2.56196
F 0.04327 0.13559 9.16400
C -0.12381 -0.99008 8.44532
F -1.18251 -1.63568 8.96706
F 0.95703 -1.75817 8.64222
C -0.34877 -0.66699 6.99286
C -1.50816 0.02958 6.66382
C -1.74216 0.37841 5.34891
C -0.82563 0.02707 4.35728
C 0.32309 -0.67450 4.69647
C 0.56648 -1.02280 6.01945
P -1.14912 0.56685 2.62871
C -0.99439 2.36560 2.89749
C -2.03106 3.25162 3.15650
C -1.75862 4.60114 3.32314
C -0.44929 5.05396 3.26256
C 0.59868 4.16707 3.06200
C 0.31954 2.82920 2.86884
C -0.15362 6.52330 3.39569
F -1.14288 7.28176 2.89516
F 0.02080 6.88879 4.67614
F 0.97480 6.85731 2.73334
C -2.90515 0.14490 2.40730
C -3.34878 -1.10883 2.83832
C -4.57641 -1.59009 2.42448
C -5.36246 -0.82449 1.57069
C -4.96279 0.44371 1.18686
C -3.72991 0.92496 1.60077
C -6.59808 -1.44669 0.98242
F -7.41457 -0.55044 0.41794
F -6.25008 -2.33349 0.01976
F -7.30515 -2.12905 1.89948
H -2.21425 0.29200 7.44052
H -2.63903 0.92752 5.09163
H 1.03884 -0.95078 3.93005
H 1.45957 -1.56789 6.29234
H -3.05662 2.91345 3.21942
H -2.56461 5.30071 3.50017
H 1.61738 4.52931 3.04046
H 1.12816 2.13126 2.67518
H -2.73485 -1.70986 3.49767
H -4.92326 -2.56235 2.74863
H -5.59118 1.04219 0.54059
H -3.38663 1.89160 1.25740
C -0.58807 -5.33088 0.93522
C -0.68676 -4.39932 1.95728
C -0.45050 -3.06779 1.66449
N -0.12310 -2.63304 0.44637
C -0.03423 -3.53642 -0.53353
C -0.26106 -4.88751 -0.33745
H -0.76809 -6.37987 1.12646
H -0.94730 -4.69690 2.96348
H -0.52357 -2.30658 2.43325
H 0.22143 -3.15256 -1.51545
H -0.19247 -5.57596 -1.16785
C -0.92775 6.33373 -1.94604
C -0.55118 5.69816 -0.60546
C 0.30758 4.49253 -0.76870
N 0.16255 3.37719 -0.16620
N 1.07423 2.41581 -0.50203
C 1.96124 2.84637 -1.37090
N 2.96743 2.10194 -1.88397
S 1.69710 4.48964 -1.85972
H -1.55481 7.20747 -1.77766
H -1.48589 5.62654 -2.55937
H -0.04318 6.64871 -2.50123
H -1.44426 5.38149 -0.06656
H -0.01702 6.42815 0.00823
H 3.25706 1.31230 -1.32462
H 3.69142 2.58488 -2.38585
C 4.44432 0.31624 1.43136
O 3.43847 0.17567 0.42205
H 4.59029 1.38959 1.54138
H 5.38171 -0.15163 1.13098
H 4.11449 -0.10306 2.38271